Entry 1:
13
Properties=species:S:1:pos:R:3:forces:R:3 method="wB97M-V/def2-TZVPD" max_force_ha_per_bohr=0.039 de_lowest_kcal_mol=46.8 e_tot_ev=-27857.0676
C 0.9401 0.0234 -0.1656 0.1 -1.0 -0.3
C -1.1705 -1.2021 0.2353 -1.7 -0.8 0.5
C -1.3302 -0.4307 -1.0140 -0.1 -0.3 -1.1
H 0.8983 2.1205 2.3157 0.0 0.2 -1.0
H 2.5551 1.0864 0.2519 0.2 0.1 -0.3
H -2.0414 -1.3251 0.9634 1.5 0.9 -0.7
H -0.5920 -2.1122 0.1678 0.2 -0.1 -0.2
H -0.8733 -0.9188 -1.8976 0.0 0.5 0.6
H -2.1696 0.2424 -1.2742 0.5 -0.6 0.6
N 1.5533 1.1564 0.2258 -0.1 0.6 0.7
N -0.4475 0.0395 0.0604 -0.3 0.6 0.2
S 0.8611 2.5375 0.9903 0.2 -0.7 0.6
S 1.8167 -1.2173 -0.8591 -0.4 0.5 0.4

***

Entry 2:
13
Properties=species:S:1:pos:R:3:forces:R:3 method="wB97M-V/def2-TZVPD" max_force_ha_per_bohr=0.083 de_lowest_kcal_mol=40.1 e_tot_ev=-27853.7112 multiplicity=3
C 2.1012 -1.1912 -0.0754 0.0 -0.5 -0.7
C 1.1243 1.1225 0.5843 0.0 2.8 -2.0
C -2.5297 -0.1898 -0.3922 0.7 -1.3 -0.3
N 1.0067 -1.4608 0.4499 2.6 -3.4 0.2
N 0.0528 0.2489 0.5249 -3.6 1.7 -0.7
S 2.6446 0.5487 -0.2670 -0.2 -1.0 0.0
S -0.8891 0.3464 -0.8413 1.2 1.1 0.4
H 2.7251 -1.9551 -0.6352 -0.6 0.8 0.6
H 0.8602 2.1212 0.1053 0.5 -0.9 0.4
H 1.4144 1.3366 1.5744 0.1 -0.1 1.4
H -3.1908 0.6217 -0.5865 -0.6 0.6 0.1
H -2.5582 -0.5318 0.6328 0.0 0.0 0.2
H -2.7614 -1.0173 -1.0740 -0.2 0.1 0.3

***

Entry 3:
14
Properties=species:S:1:pos:R:3:forces:R:3 method="wB97M-V/def2-TZVPD" max_force_ha_per_bohr=0.071 de_lowest_kcal_mol=59.1 e_tot_ev=-38691.9868
C 1.2663 -0.3097 -2.4692 1.0 0.6 -0.5
C -0.2166 1.0547 1.0114 1.7 0.1 0.3
C -1.2565 0.3097 1.8913 0.5 1.7 1.5
H -0.5979 -0.9402 -1.8078 2.9 -1.2 -1.6
H 0.1513 -1.7419 -3.3745 0.5 1.2 3.3
H 0.3095 2.0159 1.5324 -1.3 -2.1 -1.6
H -2.0857 1.0043 2.2488 0.8 -0.9 -1.2
H -1.5859 -0.5420 1.3178 -0.3 -0.3 0.3
H 0.5597 -0.7252 3.3074 -1.9 0.8 0.8
N 0.3271 -1.2724 -2.3673 -3.4 0.5 -1.2
N 0.1637 0.4934 -0.1133 -1.9 0.9 2.4
S 2.4612 -0.3494 -3.6647 -1.2 0.5 1.5
S 1.1927 1.1239 -1.2427 0.7 -1.3 -1.1
S -0.6889 -0.1212 3.7305 1.9 -0.7 -3.0

***

Entry 4:
12
Properties=species:S:1:pos:R:3:forces:R:3 method="wB97M-V/def2-TZVPD" max_force_ha_per_bohr=0.102 de_lowest_kcal_mol=64.8 e_tot_ev=-14062.3263
C -1.8272 -0.7246 0.4820 -5.0 -1.1 1.2
C -0.4883 -0.9671 0.5389 2.6 -1.0 0.9
C -1.6460 1.0650 -1.0170 1.4 0.7 -0.4
N -2.1498 0.3125 -0.2655 -0.1 0.7 -0.3
N 0.3413 -0.1253 0.0985 2.7 2.5 -1.8
Si 2.0592 0.3227 -0.1200 -1.6 -1.9 1.1
H -2.7030 -1.2091 1.0256 1.8 0.3 -0.9
H -0.0907 -1.8810 0.9862 -0.6 -0.2 0.3
H -1.1475 1.9969 -1.3145 -0.9 -0.6 0.4
H 2.2349 1.5416 -0.9258 -0.2 0.0 -0.1
H 2.7666 -0.8498 -0.7460 0.0 0.5 0.0
H 2.6504 0.5181 1.2576 -0.1 0.1 -0.5

***

Entry 5:
12
Properties=species:S:1:pos:R:3:forces:R:3 method="wB97M-V/def2-TZVPD" max_force_ha_per_bohr=0.082 de_lowest_kcal_mol=39.8 charge=+1 e_tot_ev=-7669.6484
C -0.5051 0.9389 -1.2640 -1.3 0.8 1.0
C -1.0342 1.2617 -0.0250 2.3 -3.2 0.9
C 0.2785 -0.2106 -1.1182 0.1 0.8 1.3
N -0.5100 0.2941 0.8800 -1.3 2.2 -3.4
N 0.3275 -0.4800 0.1764 -0.7 0.2 1.2
N 0.8471 -1.5943 0.7584 0.2 -1.2 0.7
H -0.7886 1.5510 -2.0778 0.3 -0.1 -1.1
H -1.6112 2.0131 0.4485 -0.6 0.7 -0.3
H 0.9071 -0.8429 -1.6865 0.1 -0.2 -1.2
H -0.4925 0.5551 1.8321 0.7 -0.6 1.4
H 0.8923 -1.5730 1.7821 0.1 0.2 -0.7
H 1.6892 -1.9131 0.2940 0.0 0.2 0.2

***

Entry 6:
13
Properties=species:S:1:pos:R:3:forces:R:3 method="wB97M-V/def2-TZVPD" max_force_ha_per_bohr=0.060 de_lowest_kcal_mol=55.6 charge=+1 e_tot_ev=-9716.3212
C 1.2064 -0.4200 -0.5142 -0.3 -1.0 2.0
C -0.2148 1.4269 -1.4000 -1.4 -0.3 -0.1
C -0.0298 -1.1171 1.1909 2.6 1.6 0.4
N 1.1674 -1.2835 0.3967 -1.0 -1.5 -0.1
N 0.1147 0.4469 -0.5324 1.5 -0.1 1.8
N -0.7742 0.0448 0.5050 -1.1 -1.2 -0.4
O -1.2056 2.0691 -1.2375 -0.2 0.7 -0.2
H 2.1315 -0.3531 -0.9918 0.9 0.9 -1.7
H 0.4241 1.2864 -2.2363 0.8 1.0 -1.3
H -0.5604 -1.9581 1.6011 -0.7 -0.4 -0.8
H 0.4396 -0.5951 2.0182 -0.5 0.0 0.8
H -1.5699 -0.1842 -0.0667 -1.3 -0.7 0.3
H -1.1289 0.6371 1.2670 0.7 1.1 -0.7

***

Entry 7:
13
Properties=species:S:1:pos:R:3:forces:R:3 method="wB97M-V/def2-TZVPD" max_force_ha_per_bohr=0.099 de_lowest_kcal_mol=33.8 charge=+1 e_tot_ev=-9717.2653
C -1.7355 -1.7687 -0.3566 -0.9 -2.4 -2.9
C -0.1070 0.4592 -0.1811 -0.8 -3.8 1.4
C -0.9437 -1.0954 0.5989 -0.4 3.8 2.0
N -2.2176 -2.4775 -1.1477 0.6 1.5 1.4
N -0.6358 1.2314 -1.1006 1.5 1.7 1.4
N 1.1006 0.4876 0.3515 -0.9 4.2 -2.7
O 0.0361 -1.7953 1.2321 1.0 -1.0 -1.4
H -1.6547 -0.7408 1.4688 1.5 0.1 -1.9
H -1.5559 1.1379 -1.4680 -0.7 -0.4 0.0
H -0.2649 2.2012 -1.0860 -0.3 -0.8 -0.7
H 1.2953 -0.3623 0.7988 1.1 -1.1 1.4
H 1.7786 1.3042 0.0935 -1.3 -2.5 0.9
H 0.4414 -2.4453 0.5952 -0.5 0.5 0.9

***

Entry 8:
15
Properties=species:S:1:pos:R:3:forces:R:3 method="wB97M-V/def2-TZVPD" max_force_ha_per_bohr=0.134 de_lowest_kcal_mol=101.0 charge=+1 e_tot_ev=-22596.6041
C 1.2125 -0.6165 0.0423 0.0 3.8 0.3
C -0.7611 0.3764 -1.0934 -1.3 -3.1 -0.2
C -0.9175 1.3895 -0.0030 4.3 -5.2 -1.5
N 0.0623 -0.7510 -0.6012 1.6 -0.7 0.5
N 2.1198 -1.5471 0.2336 -1.3 0.7 -0.2
N -1.4923 0.9696 1.2081 -0.5 1.0 0.9
O -1.5132 -0.1899 1.5409 -0.3 0.1 0.2
O -1.9181 1.9592 1.7733 -0.7 -0.4 1.2
S 1.5700 1.0014 0.6107 -2.6 0.1 -0.7
H -1.7050 -0.2088 -1.4454 0.9 1.5 1.0
H -0.3412 0.6703 -2.0344 0.4 1.1 -0.2
H -0.9140 2.3624 -0.2034 -0.3 3.9 -0.6
H -0.0420 -1.7148 -0.8258 -1.4 -0.5 -0.9
H 1.7570 -2.4368 -0.0467 1.3 -1.1 0.4
H 2.8826 -1.2638 0.8444 -0.1 -1.2 -0.2

***

Entry 9:
15
Properties=species:S:1:pos:R:3:forces:R:3 method="wB97M-V/def2-TZVPD" max_force_ha_per_bohr=0.233 de_lowest_kcal_mol=149.7 charge=+1 e_tot_ev=-19634.2620 multiplicity=3
C 0.1911 0.8907 -0.1297 -6.3 0.6 3.6
C 1.8728 -0.2954 -1.7851 2.2 -0.4 -6.1
C 1.6162 -0.9093 1.2601 3.0 -3.5 8.9
N -1.3944 0.7402 0.1148 4.3 0.6 -1.2
N 0.9143 -0.0173 -0.9351 0.0 -0.9 3.5
N 1.0615 -0.1888 0.4024 -5.5 7.2 -7.8
O 2.9058 -0.8362 -1.5265 0.8 -0.5 1.7
O 0.5377 2.1656 -0.0152 1.5 -1.2 -0.6
Si -2.1795 -0.6669 -0.0041 2.5 1.1 -0.1
H 1.6737 -0.1351 -2.8617 -0.6 0.5 0.4
H 2.0717 -1.8039 1.0200 0.5 -1.8 -0.5
H 1.3546 -0.6590 2.3470 0.8 -0.3 -1.8
H -0.2174 2.7480 0.1108 -0.6 -0.2 0.1
H -1.4492 -1.8471 -0.2498 0.5 -1.3 -0.1
H -3.5169 -0.6180 -0.1391 -3.0 0.0 0.1

***

Entry 10:
13
Properties=species:S:1:pos:R:3:forces:R:3 method="wB97M-V/def2-TZVPD" max_force_ha_per_bohr=0.071 de_lowest_kcal_mol=46.3 e_tot_ev=-16965.3499
C 0.6649 0.5961 -0.0982 -3.3 0.5 -1.5
C -0.7863 0.8454 -0.0046 1.9 -0.1 0.2
C 1.0600 -0.7575 -0.5437 1.5 -1.0 2.4
N 1.2481 1.7771 -0.1665 0.6 -1.4 0.8
N -0.9510 2.1220 0.0512 -0.4 2.5 0.3
N 0.2863 2.6729 0.0771 0.3 -1.6 -0.8
P -2.1826 -0.2994 -0.2063 -0.4 -0.1 0.8
H 1.0869 -0.9341 -1.5811 0.1 0.3 -1.4
H 2.0507 -0.9458 -0.1175 0.1 -0.4 -0.4
H 0.4171 -1.5763 -0.1425 0.2 0.9 0.0
H 0.5715 3.5801 -0.2553 -1.0 0.4 0.3
H -3.0053 0.3020 0.7747 -0.3 0.6 -0.5
H -1.8925 -1.0819 0.9274 0.6 -0.7 -0.2

***

Entry 11:
13
Properties=species:S:1:pos:R:3:forces:R:3 method="wB97M-V/def2-TZVPD" max_force_ha_per_bohr=0.096 de_lowest_kcal_mol=80.4 e_tot_ev=-16959.6075 multiplicity=3
C 0.3008 1.6124 -0.1649 2.2 -0.4 1.0
C 2.5558 -0.6418 0.3641 1.1 -0.7 1.0
C -1.0038 1.5310 0.1846 -0.9 -0.6 -1.4
N -1.6104 0.3190 0.1126 -1.5 1.6 1.4
N -0.7771 -0.6270 0.2245 3.5 0.2 -0.1
N -1.1565 -1.8552 -0.0741 -0.5 -2.1 -0.4
P 1.1610 -0.0008 -0.2014 -4.4 1.8 -1.3
H 0.8756 2.5246 -0.1226 0.0 0.1 0.1
H 2.8643 -0.2302 1.3226 0.2 0.1 0.1
H -1.6577 2.3711 0.3577 0.0 0.1 0.0
H -2.0359 -2.0230 -0.5440 0.3 0.2 0.0
H -0.4751 -2.5834 0.0577 -0.2 0.1 0.0
H 0.9590 -0.3967 -1.5166 0.2 -0.4 -0.3

***

Entry 12:
13
Properties=species:S:1:pos:R:3:forces:R:3 method="wB97M-V/def2-TZVPD" max_force_ha_per_bohr=0.069 de_lowest_kcal_mol=277.5 e_tot_ev=-9156.8231
C -1.9577 1.1180 0.4494 -0.7 -0.2 -1.6
C 2.6038 -1.0363 -0.0039 -1.4 1.4 2.9
C -1.3114 0.1374 -1.8321 1.0 0.8 3.1
N -0.1306 0.0825 -1.5860 -1.5 -1.1 -2.9
N 0.4056 0.8968 0.3517 1.5 -0.8 1.0
N 1.6255 -0.9100 -0.7807 1.5 -0.7 -2.4
N 0.7000 -0.0137 -0.6105 -2.1 1.9 1.6
H -2.7210 0.5084 0.9303 -0.2 -1.0 -0.1
H -1.4043 1.4601 1.2760 0.8 1.2 0.9
H 3.4349 -1.5676 -0.3137 1.3 -1.4 -0.4
H 2.5420 -0.6085 1.0279 0.6 -0.1 -0.8
H -2.0653 0.4233 -2.5311 0.2 0.1 -0.4
H 1.1807 0.8317 1.0595 -0.9 0.0 -0.7

***

Entry 13:
13
Properties=species:S:1:pos:R:3:forces:R:3 method="wB97M-V/def2-TZVPD" max_force_ha_per_bohr=0.105 de_lowest_kcal_mol=123.9 e_tot_ev=-9163.4824
C -1.0019 0.1495 0.4538 -0.6 -1.1 -1.3
N 1.3811 -0.4291 -0.7290 -2.6 -1.9 -1.6
C 1.6925 0.1759 0.3848 -1.1 2.1 1.4
N -2.2994 0.3847 -0.0969 -0.3 0.1 -0.5
N 2.6161 0.3220 1.1567 2.3 -0.7 0.1
C -0.0973 -0.7087 -0.8765 3.4 2.8 3.1
N -0.5795 -1.4588 -1.6703 -1.1 -1.1 -1.2
H 1.9961 -1.0870 -1.2269 0.0 0.2 0.2
H 2.8544 1.0733 1.7863 -0.6 -0.1 -0.1
H -2.4496 -0.1865 -0.9287 -0.2 0.0 0.5
H -2.4397 1.3391 -0.4043 0.2 0.0 0.2
H -1.0451 -0.6282 1.2176 0.2 -0.2 -0.2
H -0.6277 1.0538 0.9335 0.5 -0.2 -0.6

***

Entry 14:
13
Properties=species:S:1:pos:R:3:forces:R:3 method="wB97M-V/def2-TZVPD" max_force_ha_per_bohr=0.127 de_lowest_kcal_mol=116.6 e_tot_ev=-9163.8007
C 0.2383 -0.1558 0.2371 -3.1 -3.7 -0.8
C 1.5916 -0.3551 0.0500 6.3 0.8 -1.2
C 2.8042 -0.2848 -0.2198 -5.1 -0.2 1.4
H -1.9524 1.5180 -0.4134 2.4 0.5 -0.5
H -0.4679 1.3563 -1.3697 -1.5 1.2 2.3
H 0.4584 1.5417 1.0776 -1.1 0.2 -0.4
H -2.3624 -0.6380 0.7220 1.5 -0.8 -1.6
H -2.4121 -1.9865 -0.3196 1.4 0.1 0.2
H 3.8290 -0.1334 -0.2414 1.2 -0.1 -0.3
N -0.9026 1.7842 -0.4380 -0.8 -1.8 -1.7
N -0.3156 1.0076 0.6420 0.7 2.7 1.2
N -0.4716 -1.1936 -0.0977 -1.4 -0.7 -0.3
N -1.8669 -1.1531 -0.0862 -0.6 1.9 1.7

***

Entry 15:
13
Properties=species:S:1:pos:R:3:forces:R:3 method="wB97M-V/def2-TZVPD" max_force_ha_per_bohr=0.103 de_lowest_kcal_mol=90.8 e_tot_ev=-9164.9171
C 1.1472 0.5156 0.5530 -4.5 -0.4 -2.4
C -0.5008 -0.0797 0.4349 -1.3 -1.0 -0.2
C 1.8561 -0.2892 -0.5343 1.6 5.0 0.2
N -1.1259 0.8838 -0.1818 -0.6 2.2 -1.2
N -2.3808 0.6306 -0.4809 0.4 -0.5 0.8
N -2.5365 -0.5836 -0.0092 0.8 0.4 -0.2
N -1.5392 -1.1797 0.5144 4.7 1.9 1.3
H 0.8767 1.5814 0.2696 0.6 -1.4 0.3
H 1.4921 0.5322 1.5210 0.9 -0.6 2.2
H 2.9350 0.0561 -0.5134 -0.8 -1.1 0.1
H 1.4973 0.2259 -1.4590 -0.1 -1.7 0.3
H 1.6704 -1.2652 -0.2567 0.1 -2.3 -0.7
H -3.3916 -1.0284 0.1424 -1.8 -0.5 -0.5

***

Entry 16:
13
Properties=species:S:1:pos:R:3:forces:R:3 method="wB97M-V/def2-TZVPD" max_force_ha_per_bohr=0.150 de_lowest_kcal_mol=107.6 charge=+2 e_tot_ev=-9144.7950
C 1.4919 1.0068 -0.4615 -6.5 1.6 -1.0
C -0.3862 -0.2832 0.1631 -1.3 -1.6 1.8
C -1.8640 -0.3753 0.2037 -1.4 1.8 -3.3
N 3.2215 -0.4045 0.3929 -3.2 1.8 -1.0
N 2.2197 0.0597 0.1045 6.0 -4.2 2.4
N 0.4867 -1.0941 0.5921 -1.3 0.2 -0.6
N 0.1640 0.9624 -0.3514 4.3 -0.5 -0.5
H 1.8881 1.6682 -1.1666 1.4 1.5 -0.6
H -2.3170 -1.1843 -0.4138 1.0 0.3 -0.3
H -2.2904 0.6054 -0.2919 0.4 -1.9 1.4
H -2.3461 -0.6665 1.1015 0.1 0.5 1.6
H 0.1063 -2.0174 0.9310 0.6 1.0 -0.2
H -0.3744 1.7229 -0.8036 -0.1 -0.4 0.2

***

Entry 17:
14
Properties=species:S:1:pos:R:3:forces:R:3 method="wB97M-V/def2-TZVPD" max_force_ha_per_bohr=0.085 de_lowest_kcal_mol=129.9 e_tot_ev=-11211.1437
C 1.4074 -0.4256 0.4611 1.7 -1.1 0.3
C 0.6950 0.1108 -0.6823 -0.6 -0.3 0.4
C -1.7239 -0.2279 -0.1852 -0.5 -0.8 1.5
N 1.2869 0.7928 -1.6344 0.9 0.8 -1.5
N 0.4256 1.3118 -2.4272 2.3 0.5 -0.4
N -0.7575 1.0028 -1.9682 -1.5 -0.8 0.3
N -0.6721 0.2066 -0.8326 -0.3 1.5 -1.0
O 1.6654 0.5426 1.4923 1.4 2.3 -3.5
H 0.8275 -1.2009 0.8375 -1.3 -1.3 1.3
H 2.3658 -0.9910 0.2045 -1.0 1.1 -0.2
H -2.7353 -0.3077 -0.4807 -0.5 0.7 -1.4
H -1.6604 -0.7018 0.7658 1.1 -0.2 0.5
H 2.0865 1.2618 0.8235 -1.2 -1.8 3.0
H -1.4479 1.7065 -2.2149 -0.6 -0.8 0.8

***

Entry 18:
14
Properties=species:S:1:pos:R:3:forces:R:3 method="wB97M-V/def2-TZVPD" max_force_ha_per_bohr=0.073 de_lowest_kcal_mol=136.8 e_tot_ev=-11210.8463
C -0.6118 -0.8388 0.3201 0.8 1.9 0.3
C -1.6303 0.2472 -0.2715 0.3 -1.3 -0.1
C 1.6131 -0.2770 -0.7706 -1.1 2.3 0.1
N -1.0464 -1.9093 0.7477 1.2 -2.3 2.0
N -1.2174 1.4282 -0.0105 2.2 2.0 1.2
N 0.5757 1.0132 1.0844 -2.5 -1.9 -2.1
N 0.6711 -0.0979 0.3617 0.6 -1.8 2.4
O -2.5450 -0.1705 -0.9270 -1.5 -0.7 -0.7
H 1.0132 0.3880 -1.5619 2.3 -1.5 0.7
H 2.5444 0.1394 -0.3004 -0.6 0.1 -1.4
H 1.8690 -1.3358 -1.0237 -1.0 0.9 0.1
H -0.4674 -2.5716 1.4276 -1.0 2.1 -2.2
H -1.7543 2.1908 0.3440 -0.6 0.1 -0.1
H 0.9862 1.7938 0.5800 0.9 0.2 -0.3

***

Entry 19:
14
Properties=species:S:1:pos:R:3:forces:R:3 method="wB97M-V/def2-TZVPD" max_force_ha_per_bohr=0.134 de_lowest_kcal_mol=124.3 e_tot_ev=-11211.3868
C 0.4570 -0.8885 0.7288 -1.2 -4.0 0.0
C -0.0979 1.2218 -0.4495 -1.4 3.2 3.4
C -0.8408 -0.6677 -1.4375 -1.8 -0.6 -5.3
H 1.4934 -0.6251 2.5765 0.5 0.3 -4.9
H 1.7157 0.6738 1.2285 -0.2 -3.9 0.6
H -0.7845 -1.9386 -0.2057 1.0 -2.1 5.1
H -1.0462 1.6798 -1.0235 2.6 -1.5 0.4
H -0.2101 2.8322 0.2593 0.9 -0.2 1.4
H -1.1017 0.1155 -2.2680 0.7 -0.7 1.8
N 1.6381 -0.4857 1.3610 -1.2 3.8 4.0
N -0.2581 -2.0043 0.9496 0.8 4.7 -5.1
N 0.1830 -0.1428 -0.5622 -2.2 -1.0 0.0
N 0.2966 1.9796 0.5928 -1.5 -1.2 -4.6
O -1.4443 -1.7501 -1.7501 3.1 3.1 3.1

***

Entry 20:
14
Properties=species:S:1:pos:R:3:forces:R:3 method="wB97M-V/def2-TZVPD" max_force_ha_per_bohr=0.166 de_lowest_kcal_mol=128.0 e_tot_ev=-11211.2239
C -0.9663 -0.4844 -0.1617 -3.7 -5.0 2.7
C 1.3028 0.1352 0.2482 2.2 -3.2 0.5
C -0.4041 1.9211 -0.1060 -6.9 -3.4 -3.6
H -1.1468 -2.5598 -0.5865 2.3 2.6 0.2
H 0.8196 -1.9188 -0.9407 -5.9 1.1 1.4
H -2.5137 0.3314 0.8463 0.7 -2.2 -1.1
H 1.1582 -0.9133 0.9459 0.7 3.2 -1.4
H 3.0822 0.0704 0.7349 -1.3 1.9 -3.5
H 0.4320 2.5445 -0.1053 1.3 1.4 0.6
N -0.4363 -1.7110 -0.5600 2.5 -3.0 -2.0
N -2.2026 -0.6401 0.4546 3.6 3.8 -1.5
N 0.0249 0.4476 -0.2292 -0.1 6.1 0.7
N 2.4886 0.5908 -0.1562 -2.0 -2.5 5.0
O -1.6384 2.1866 -0.3843 6.6 -0.7 2.1